# 1
12
Properties=species:S:1:pos:R:3:lowdin_charge:R:1 method="wB97M-V/def2-TZVPD" mol_weight_g_mol=94.1 total_charge=+1 e_above_lowest_ev=0.318 largest_force_ha_per_bohr=0.0620 multiplicity=3 s_squared=2.00 total_energy_ha=-371.80242
C -0.33 0.41 -0.12 -0.1503
C 1.11 0.01 -0.65 -0.0531
C -0.07 -0.87 -0.76 -0.2385
N -0.60 0.39 1.30 0.1883
F 1.37 0.73 -1.85 0.0874
F -0.75 -1.06 -1.90 0.1193
H -0.75 1.21 -0.77 0.1812
H 1.88 -0.26 0.08 0.1409
H 0.18 -1.81 -0.28 0.1701
H -1.57 -0.04 1.52 0.2058
H -0.63 1.41 1.60 0.1862
H 0.15 -0.12 1.82 0.1627



# 2
174
Properties=species:S:1:pos:R:3:lowdin_charge:R:1 method="wB97M-V/def2-TZVPD" smiles="CCN(CCc1c(B(O)O)c(CC(=O)OC(C)=O)c(CCCN)c2c1C(=O)C=C(CCCC(=O)O)C2=O)C(C)=O.c1ccncc1.c1ccncc1.c1ccncc1.c1ccncc1.c1ccncc1.c1ccncc1.c1ccncc1.c1ccncc1.c1ccncc1" mol_weight_g_mol=1270.3 largest_force_ha_per_bohr=0.0486 multiplicity=1 total_energy_ha=-4171.14527
C 4.02 -6.63 -2.56 -0.0917
C 4.31 -5.15 -2.13 -0.2117
N 3.31 -4.15 -2.67 -0.0595
C 3.99 -2.84 -2.56 -0.1770
C 3.03 -1.58 -2.50 -0.0979
C 1.55 -1.89 -2.16 -0.0656
C 0.46 -2.08 -3.15 0.0404
B 0.89 -1.94 -4.70 -0.5565
O 1.55 -0.78 -5.21 0.0911
O 0.60 -2.92 -5.66 0.1328
C -0.93 -2.39 -2.76 -0.0653
C -2.06 -2.63 -3.82 0.0011
C -2.68 -4.08 -3.72 -0.3779
O -3.87 -4.16 -3.50 0.0692
O -1.92 -5.23 -3.91 0.0838
C -2.82 -6.32 -4.19 -0.4339
C -2.94 -7.40 -3.06 0.0363
O -3.39 -6.40 -5.23 0.1378
C -1.30 -2.47 -1.32 -0.0681
C -2.78 -2.74 -0.85 -0.1077
C -3.79 -1.56 -1.29 -0.1773
C -3.05 -0.17 -1.37 -0.2586
N -2.39 0.20 -0.07 0.0225
C -0.22 -2.28 -0.34 -0.0017
C 1.18 -1.97 -0.73 0.0162
C 2.23 -1.74 0.42 -0.2792
O 3.38 -2.11 0.38 0.0901
C 1.63 -1.01 1.68 0.0663
C 0.34 -1.30 2.04 -0.1236
C -0.40 -0.61 3.24 -0.1157
C 0.04 0.90 3.47 -0.1789
C 0.05 1.78 2.15 -0.0812
C 1.39 2.62 2.17 -0.4861
O 2.34 2.39 1.47 0.0823
O 1.39 3.64 3.10 0.0571
C -0.46 -2.37 1.21 -0.2777
O -1.14 -3.20 1.75 0.1125
C 3.06 -4.56 -4.05 -0.4490
C 4.08 -4.42 -5.23 0.0184
O 1.99 -5.08 -4.29 0.0844
H 4.43 -6.85 -3.60 0.0762
H 2.92 -6.87 -2.63 0.0840
H 4.48 -7.40 -1.89 0.0787
H 5.30 -4.86 -2.62 0.1139
H 4.45 -5.06 -1.03 0.1248
H 4.75 -2.64 -3.37 0.1176
H 4.58 -2.87 -1.60 0.1116
H 3.44 -0.91 -1.68 0.1187
H 3.18 -1.00 -3.45 0.1028
H 1.24 0.01 -4.74 0.1219
H 0.88 -2.59 -6.53 0.1204
H -2.91 -1.91 -3.71 0.1217
H -1.71 -2.54 -4.88 0.1287
H -1.91 -7.82 -2.93 0.0990
H -3.18 -6.85 -2.11 0.0939
H -3.70 -8.17 -3.34 0.0951
H -3.15 -3.74 -1.19 0.1116
H -2.86 -2.76 0.27 0.1016
H -4.32 -1.86 -2.22 0.0870
H -4.56 -1.50 -0.47 0.1079
H -3.85 0.63 -1.52 0.0930
H -2.34 -0.13 -2.24 0.1033
H -2.60 1.19 0.07 0.0607
H -1.38 0.19 -0.27 0.0480
H 2.23 -0.26 2.25 0.1298
H -1.48 -0.57 2.94 0.1227
H -0.30 -1.21 4.19 0.1285
H 1.01 0.99 4.01 0.0888
H -0.74 1.34 4.14 0.1130
H -0.77 2.56 2.15 0.1253
H -0.06 1.20 1.20 0.0953
H 2.28 4.05 3.13 0.1180
H 4.29 -3.32 -5.39 0.0715
H 5.08 -4.88 -4.98 0.0935
H 3.71 -4.81 -6.20 0.0683
N -5.74 2.33 -1.25 0.0529
C -5.56 3.48 -1.91 -0.1584
C -6.60 4.26 -2.39 -0.0841
C -7.90 3.82 -2.19 -0.0786
C -8.11 2.63 -1.51 -0.0701
C -7.00 1.92 -1.06 -0.1446
H -4.53 3.78 -2.04 0.1043
H -6.40 5.18 -2.92 0.0988
H -8.74 4.39 -2.56 0.1060
H -9.11 2.25 -1.34 0.1034
H -7.11 0.99 -0.53 0.1060
N 0.48 2.08 6.62 0.0647
C 0.15 2.07 7.91 -0.1630
C 1.03 2.36 8.94 -0.0808
C 2.34 2.67 8.61 -0.0692
C 2.71 2.68 7.27 -0.0697
C 1.75 2.38 6.32 -0.1581
H -0.89 1.82 8.12 0.1019
H 0.70 2.34 9.97 0.0872
H 3.07 2.91 9.38 0.0662
H 3.72 2.92 6.97 0.0941
H 1.99 2.38 5.27 0.0767
N -1.08 -5.98 -8.79 0.0541
C -1.06 -5.97 -7.45 -0.1335
C 0.10 -5.93 -6.70 -0.0658
C 1.32 -5.91 -7.36 -0.0810
C 1.33 -5.92 -8.75 -0.0778
C 0.11 -5.96 -9.41 -0.1678
H -2.03 -5.99 -6.98 0.0822
H 0.06 -5.92 -5.62 0.0846
H 2.25 -5.88 -6.81 0.0720
H 2.26 -5.91 -9.30 0.0968
H 0.07 -5.97 -10.50 0.0973
N 4.90 5.69 4.30 0.0514
C 5.00 5.74 5.63 -0.1598
C 6.20 5.73 6.32 -0.0773
C 7.37 5.66 5.60 -0.0817
C 7.30 5.61 4.21 -0.0735
C 6.05 5.63 3.62 -0.1524
H 4.05 5.79 6.16 0.1021
H 6.21 5.77 7.41 0.0951
H 8.33 5.64 6.10 0.1050
H 8.20 5.55 3.61 0.1019
H 5.95 5.60 2.54 0.1039
N -8.41 -4.06 -0.91 0.0484
C -9.22 -4.94 -1.51 -0.1650
C -8.92 -5.57 -2.71 -0.0812
C -7.71 -5.28 -3.32 -0.0751
C -6.85 -4.37 -2.72 -0.0630
C -7.25 -3.79 -1.52 -0.1479
H -10.15 -5.13 -1.00 0.0984
H -9.61 -6.28 -3.15 0.0980
H -7.43 -5.75 -4.25 0.1068
H -5.90 -4.11 -3.16 0.0688
H -6.61 -3.07 -1.01 0.0906
N -1.49 3.87 10.46 0.0579
C -1.53 4.84 9.54 -0.1462
C -1.93 6.14 9.81 -0.0699
C -2.32 6.46 11.10 -0.0832
C -2.29 5.47 12.07 -0.0770
C -1.87 4.20 11.70 -0.1513
H -1.22 4.55 8.55 0.0979
H -1.94 6.89 9.02 0.1024
H -2.64 7.46 11.35 0.1049
H -2.59 5.68 13.09 0.1003
H -1.83 3.40 12.43 0.1021
N -3.02 4.35 -5.49 0.0549
C -2.84 5.50 -6.15 -0.1566
C -3.87 6.28 -6.64 -0.0764
C -5.17 5.85 -6.44 -0.0812
C -5.39 4.66 -5.77 -0.0853
C -4.28 3.95 -5.31 -0.1628
H -1.80 5.80 -6.29 0.1014
H -3.66 7.21 -7.17 0.1007
H -6.01 6.43 -6.81 0.1054
H -6.39 4.29 -5.59 0.1007
H -4.40 3.02 -4.77 0.1002
N 5.96 0.23 -6.97 0.0539
C 6.17 1.38 -7.62 -0.1580
C 5.14 2.18 -8.11 -0.0778
C 3.84 1.77 -7.91 -0.0780
C 3.60 0.58 -7.24 -0.0720
C 4.69 -0.15 -6.79 -0.1495
H 7.21 1.66 -7.76 0.1009
H 5.37 3.10 -8.63 0.0997
H 3.01 2.36 -8.27 0.1052
H 2.59 0.22 -7.06 0.0817
H 4.56 -1.08 -6.25 0.0854
N 4.76 3.37 10.85 0.0468
C 4.43 3.37 12.15 -0.1427
C 5.32 3.66 13.17 -0.0706
C 6.63 3.98 12.84 -0.0790
C 7.00 3.98 11.50 -0.0721
C 6.03 3.68 10.55 -0.1469
H 3.40 3.12 12.36 0.1063
H 5.00 3.65 14.20 0.1027
H 7.35 4.21 13.61 0.1064
H 8.01 4.22 11.20 0.1019
H 6.27 3.68 9.49 0.0993



# 3
17
Properties=species:S:1:pos:R:3:lowdin_charge:R:1 method="wB97M-V/def2-TZVPD" mol_weight_g_mol=96.2 total_charge=+1 e_above_lowest_ev=6.752 largest_force_ha_per_bohr=0.1347 multiplicity=1 total_energy_ha=-288.83484
C 0.88 1.80 0.64 0.1342
C 0.47 0.84 0.01 -0.1458
C 1.98 3.44 1.13 0.2448
C -0.21 -0.16 -0.55 -0.2255
C -0.27 -2.29 0.97 -0.0669
C -0.13 -1.70 -0.48 -0.1401
N -1.31 0.46 -1.36 0.1925
H 1.60 4.19 0.51 -0.0112
H 2.77 3.22 1.80 0.0097
H 0.00 -1.63 1.78 0.0658
H 0.35 -3.18 1.02 0.0743
H -1.25 -2.72 1.31 0.0913
H 0.78 -2.00 -0.85 0.0768
H -0.93 -2.02 -1.19 0.1217
H -1.36 1.49 -1.24 0.1756
H -2.27 0.12 -1.11 0.1880
H -1.11 0.14 -2.38 0.2150



# 4
76
Properties=species:S:1:pos:R:3:lowdin_charge:R:1 method="wB97M-V/def2-TZVPD" mol_weight_g_mol=508.7 total_charge=+1 largest_force_ha_per_bohr=0.0452 multiplicity=1 total_energy_ha=-1590.91900
C -0.81 -5.21 2.65 -0.0002
N -0.99 -4.01 1.88 -0.0414
C -2.23 -3.62 1.44 -0.3642
O -3.27 -4.26 1.59 0.1031
C -2.06 -2.27 0.74 -0.1529
C -2.94 -1.18 1.37 -0.0841
C -4.42 -1.47 1.23 -0.2414
C -5.24 -1.46 2.36 -0.0388
C -6.60 -1.79 2.25 -0.0678
C -7.14 -2.11 1.00 -0.0738
C -6.32 -2.10 -0.14 -0.0663
C -4.96 -1.77 -0.02 -0.0435
N -0.62 -2.02 0.86 0.0516
C -0.04 -0.89 0.40 0.0337
C 1.31 -0.59 0.56 -0.0620
C 1.95 0.65 0.45 0.0181
C 3.40 0.75 0.35 -0.1840
C 4.03 1.71 -0.47 -0.0214
C 5.41 1.75 -0.64 -0.0570
C 6.23 0.83 0.04 -0.0554
C 5.63 -0.13 0.87 -0.0665
C 4.25 -0.17 1.03 -0.0270
C 0.09 -3.07 1.62 -0.4609
C 0.64 -2.53 2.95 0.0154
C 1.18 -3.79 0.81 0.0173
H -1.77 -5.71 2.76 0.1024
H -0.09 -5.88 2.16 0.0980
H -0.41 -4.97 3.65 0.0964
H -2.32 -2.40 -0.33 0.1656
H -2.67 -1.10 2.43 0.1306
H -2.70 -0.22 0.88 0.1201
H -4.80 -1.21 3.33 0.1141
H -7.22 -1.81 3.14 0.1079
H -8.20 -2.36 0.91 0.1078
H -6.72 -2.36 -1.12 0.1076
H -4.31 -1.75 -0.90 0.1110
H -0.71 -0.22 -0.16 0.1474
H 1.95 -1.43 0.82 0.0745
H 1.37 1.54 0.70 0.0868
H 3.41 2.41 -1.02 0.0850
H 5.84 2.50 -1.31 0.1122
H 7.31 0.86 -0.08 0.1131
H 6.24 -0.86 1.40 0.1113
H 3.79 -0.91 1.69 0.1065
H -0.20 -2.19 3.58 0.1058
H 1.18 -3.33 3.47 0.0944
H 1.31 -1.68 2.79 0.0734
H 0.70 -4.41 0.04 0.1088
H 1.86 -3.11 0.31 0.0712
H 1.77 -4.43 1.49 0.0990
C 0.76 1.89 -6.28 -0.0882
C 1.91 2.29 -5.59 -0.0772
C 1.91 2.38 -4.18 -0.0385
C 0.77 2.00 -3.47 -0.2113
C 0.67 1.84 -1.95 -0.1919
N 1.41 2.67 -1.01 -0.0088
C 1.03 3.71 -0.31 -0.3937
N 0.65 4.94 -0.76 0.0889
C 0.41 5.89 0.31 -0.1429
C 0.76 5.10 1.56 -0.1500
N 1.10 3.80 1.05 0.0677
C -0.38 1.60 -4.17 -0.0655
C -0.39 1.52 -5.56 -0.0796
H 0.75 1.87 -7.36 0.1044
H 2.81 2.56 -6.15 0.1053
H 2.80 2.75 -3.65 0.1044
H -0.41 1.87 -1.70 0.1129
H 1.02 0.83 -1.70 0.0937
H 0.62 5.15 -1.75 0.1580
H 1.03 6.78 0.20 0.1220
H -0.65 6.18 0.32 0.1189
H 1.60 5.55 2.10 0.1221
H -0.09 5.05 2.25 0.1207
H 1.41 3.05 1.66 0.1358
H -1.28 1.35 -3.59 0.1055
H -1.29 1.19 -6.07 0.1061